A | ORCA calculation (ωB97M-V/def2-TZVPD) on a gas-phase ion, C2H7N2OS (charge +1).

The geometry in XYZ format:
```
13
Properties=species:S:1:pos:R:3:mulliken_charge:R:1
N 1.549 1.759 -0.121 -0.30
C 1.214 0.553 0.232 0.48
O 1.763 -0.208 0.960 -0.54
C -0.310 -0.093 -0.301 -0.58
N -0.357 -1.504 0.261 -0.20
S -1.506 0.888 0.525 -0.11
H 0.964 2.429 -0.487 0.22
H 2.447 2.020 0.245 0.28
H -0.474 -0.044 -1.297 0.45
H 0.637 -1.261 0.726 0.40
H -1.211 -1.509 0.837 0.37
H -0.163 -2.196 -0.428 0.32
H -0.708 0.962 1.599 0.21
```

## Properties
- LUMO energy: -3.33 eV
- Total charge: +1
- Structure (SMILES): NC(=O)[C@@H]([NH3+])S
- HOMO energy: -14.445 eV
- Spin multiplicity: 1

***

B | ORCA calculation (ωB97M-V/def2-TZVPD) on a molecular structure, C2H7N2OS.

The geometry in XYZ format:
```
13
Properties=species:S:1:pos:R:3:mulliken_charge:R:1
C 1.427 -1.661 0.221 -0.83
C -0.674 0.243 0.252 -0.32
N 0.833 1.253 -0.259 0.17
N -1.733 1.003 -0.377 -0.23
O 1.725 1.236 0.503 -0.35
S 0.375 -0.635 -0.991 0.03
H 2.077 -2.163 -0.442 0.37
H 0.604 -2.387 0.706 0.32
H 1.984 -0.827 0.772 0.37
H -0.606 0.151 1.308 0.44
H -2.192 1.602 0.268 0.34
H -1.325 1.586 -1.007 0.35
H -2.496 0.597 -0.955 0.35
```

## Properties
- LUMO energy (alpha / beta): -4.00 / -4.01 eV
- Total charge: +1
- HOMO energy (alpha / beta): -12.921 / -12.922 eV
- Spin multiplicity: 1

***

What should be chosen as the most stable of them? Choose A.

***

A | ORCA calculation (ωB97M-V/def2-TZVPD) on C4H7N3 in the gas phase.

The geometry in XYZ format:
```
14
Properties=species:S:1:pos:R:3:mulliken_charge:R:1
N -2.895 0.246 -0.581 -0.47
C -2.049 0.121 0.180 0.07
C -0.712 0.059 0.834 0.05
C 0.273 0.965 -0.010 -0.42
C 1.288 -0.022 -0.617 -0.51
N 0.636 -1.334 -0.490 -0.33
N -0.177 -1.322 0.623 -0.41
H -0.912 0.461 1.781 0.34
H 0.805 1.810 0.680 0.26
H -0.427 1.540 -0.812 0.30
H 1.535 0.355 -1.721 0.24
H 2.285 0.195 -0.031 0.24
H -0.006 -1.529 -1.308 0.33
H 0.355 -1.546 1.471 0.30
```

## Properties
- LUMO energy: 0.75 eV
- Structure (SMILES): N#C[C@@H]1CCNN1
- HOMO energy: -9.896 eV
- Spin multiplicity: 1

***

B | ORCA calculation (ωB97M-V/def2-TZVPD) on a molecular structure, C4H7N3.

The geometry in XYZ format:
```
14
Properties=species:S:1:pos:R:3:mulliken_charge:R:1
C 1.252 0.796 -0.095 -1.10
C -0.225 0.997 -0.365 -0.37
C -1.656 0.063 0.521 -0.47
C -0.944 -0.643 -0.488 -0.03
N -0.203 -1.633 0.136 0.10
N -0.263 -1.442 1.465 -0.41
N -1.039 -0.465 1.719 -0.13
H 1.751 1.770 -0.112 0.38
H 1.411 0.366 0.900 0.35
H 1.730 0.150 -0.837 0.27
H -0.617 1.775 0.289 0.31
H -0.465 1.325 -1.376 0.36
H -1.214 -0.781 -1.528 0.46
H 0.481 -2.279 -0.230 0.27
```

## Properties
- LUMO energy: 0.62 eV
- HOMO energy: -8.483 eV
- Spin multiplicity: 1

***

C | ORCA calculation (ωB97M-V/def2-TZVPD) on C4H7N3 in the gas phase.

The geometry in XYZ format:
```
14
Properties=species:S:1:pos:R:3:mulliken_charge:R:1
H -1.821 -2.385 0.093 0.22
N -1.239 -3.248 0.159 -0.35
N -0.369 -3.223 -0.733 -0.09
C -0.318 -2.079 -1.524 -0.27
C 0.108 -1.018 -1.026 0.25
N 0.690 0.004 -0.482 -0.16
C 0.129 0.778 0.628 -0.30
C 0.314 2.258 0.357 -1.12
H 1.692 0.059 -0.603 0.26
H -0.925 0.503 0.732 0.30
H 0.633 0.471 1.554 0.30
H -0.268 2.551 -0.522 0.30
H 1.370 2.468 0.153 0.30
H 0.004 2.860 1.215 0.35
```

## Properties
- LUMO energy: 0.58 eV
- Structure (SMILES): [H]/N=N\C#CNCC
- HOMO energy: -8.851 eV
- Spin multiplicity: 1

***

D | ORCA calculation (ωB97M-V/def2-TZVPD) on C4H7N3 in the gas phase.

The geometry in XYZ format:
```
14
Properties=species:S:1:pos:R:3:mulliken_charge:R:1
N -2.627 -0.339 -0.677 -0.83
C -1.367 -0.194 -0.449 0.26
C -0.224 -0.991 -0.159 -0.71
C 0.814 -0.140 0.309 1.15
N 2.170 -0.479 0.538 -0.58
C 0.360 1.222 0.119 -0.95
N -0.881 1.149 -0.369 -0.10
H -2.868 -1.324 -0.622 0.21
H 0.430 0.416 1.381 0.05
H -0.221 -2.071 -0.129 0.28
H 2.801 0.103 0.006 0.24
H 2.324 -1.438 0.264 0.27
H 0.892 2.150 0.289 0.43
H -1.548 1.906 -0.393 0.28
```

## Properties
- LUMO energy: 0.52 eV
- HOMO energy: -6.992 eV
- Spin multiplicity: 1

***

What should be chosen as the most stable of them? Choose A.

***

A | ORCA calculation (ωB97M-V/def2-TZVPD) on C4H7N3 in the gas phase.

The geometry in XYZ format:
```
14
Properties=species:S:1:pos:R:3:mulliken_charge:R:1
H 1.201 -2.500 -0.452 0.24
N 1.356 -1.679 0.130 -0.69
C 0.505 -0.764 0.040 0.52
C 0.646 0.465 0.897 -0.69
N 0.268 1.647 0.138 -0.50
C -0.697 -0.751 -0.893 -0.42
C -1.828 -0.063 -0.329 0.27
N -2.746 0.450 0.119 -0.43
H -0.061 0.358 1.725 0.34
H 1.663 0.483 1.320 0.34
H 1.021 1.928 -0.482 0.21
H 0.060 2.423 0.752 0.20
H -0.985 -1.774 -1.163 0.37
H -0.403 -0.222 -1.803 0.24
```

## Properties
- LUMO energy: 0.77 eV
- Structure (SMILES): [H]/N=C(/CN)CC#N
- HOMO energy: -9.789 eV
- Spin multiplicity: 1

***

B | ORCA calculation (ωB97M-V/def2-TZVPD) on 2 unconnected molecules or ions with the total composition C4H7N3.

The geometry in XYZ format:
```
14
Properties=species:S:1:pos:R:3:mulliken_charge:R:1
C -2.198 -0.566 0.212 -0.25
C 1.602 -1.588 0.065 -0.24
C 0.598 2.164 -0.408 -0.28
C -0.055 -0.069 -0.529 0.20
N -1.365 -0.445 -0.708 -0.34
N 0.871 -1.048 -0.791 -0.33
N 0.268 1.155 -1.063 -0.36
H -3.204 -0.874 -0.032 0.26
H -1.917 -0.375 1.256 0.25
H 2.304 -2.348 -0.248 0.26
H 1.534 -1.305 1.123 0.25
H 0.839 3.068 -0.949 0.26
H 0.649 2.153 0.684 0.29
H 0.073 0.079 1.390 0.03
```

## Properties
- LUMO energy (alpha / beta): 0.77 / 0.77 eV
- HOMO energy (alpha / beta): -8.291 / -8.290 eV
- Spin multiplicity: 1

***

What should be chosen as the most stable of them? Choose A.